1.
A structure of composition C4H4Br4 in a non-equilibrium geometry, computed with ωB97M-V with the def2-TZVPD basis set.

Each line ends with the Löwdin charge.
CARTESIAN COORDINATES (ANGSTROEM)
1 C 1.1646 0.6308 -0.1129  -0.21
2 C 0.1461 0.8689 -1.1837  -0.68
3 C -0.8723 -0.6650 1.0564  -1.16
4 C 0.0215 -0.3395 -0.1918  -0.92
5 Br -1.0729 2.3417 -1.0032  0.69
6 Br -2.4933 -1.5841 0.5339  0.63
7 Br 0.1652 -1.7312 2.3036  0.64
8 Br 0.4459 -2.0203 -1.0924  0.69
9 H 2.1565 0.3051 -0.3904  0.11
10 H 1.1535 1.3117 0.7287  0.11
11 H 0.3442 0.6274 -2.2162  0.07
12 H -1.1591 0.2544 1.5678  0.04

Forces on the atoms, in the same order (eV/Å):
0.053 -0.004 -0.029
-0.959 -0.755 1.546
0.559 0.844 -1.391
0.214 -0.545 -0.186
0.170 -0.153 0.006
0.036 0.265 0.167
-0.156 0.266 0.005
0.160 0.371 -0.090
0.020 -0.080 -0.071
-0.108 0.036 0.040
-0.004 -0.061 0.078
0.016 -0.184 -0.074

The HOMO-LUMO gap comes out at 10.201 eV. Its HOMO energy is -9.9 eV.

2.
A structure of composition CdH10O5, computed with ωB97M-V with the def2-TZVPD basis set.

Each line ends with the Löwdin charge.
CARTESIAN COORDINATES (ANGSTROEM)
1 Cd 0.2102 -0.2375 0.2000  1.43
2 O -1.3070 1.0610 -0.9117  -0.08
3 H -1.3465 2.0193 -0.9963  0.09
4 H -1.8282 0.7289 -1.6505  0.09
5 O -1.1538 -1.2855 1.4994  -0.07
6 H -1.2097 -1.1415 2.4511  0.10
7 H -1.5718 -2.1409 1.3513  0.10
8 O 0.3975 1.3332 1.7860  -0.07
9 H 1.2368 1.5996 2.1775  0.09
10 H -0.2499 1.9653 2.1171  0.10
11 O 1.9735 0.5973 -0.8474  -0.07
12 H 2.5428 0.2433 -1.5392  0.10
13 H 2.2428 1.5157 -0.7384  0.09
14 O 0.0654 -1.8071 -1.3610  -0.07
15 H 0.1273 -1.7108 -2.3178  0.10
16 H -0.1296 -2.7403 -1.2202  0.09

Forces on the atoms, in the same order (eV/Å):
0.011 0.426 -0.357
0.006 -0.030 -0.105
0.040 0.226 0.084
-0.188 -0.128 -0.073
-0.269 -0.401 0.407
0.032 0.140 0.223
-0.144 -0.157 -0.121
0.233 0.156 0.125
0.192 -0.002 0.164
-0.268 0.066 0.022
0.169 0.190 -0.004
0.115 -0.252 -0.086
0.061 0.197 0.034
-0.088 -0.353 -0.202
0.068 0.145 -0.197
0.031 -0.221 0.086

The HOMO-LUMO gap comes out at 12.810 eV. Its net charge is +2. Its HOMO energy is -20.8 eV.

3.
The molecule C3H5NO2S in a non-equilibrium geometry, computed with ωB97M-V with the def2-TZVPD basis set.

Each line ends with the Löwdin charge.
CARTESIAN COORDINATES (ANGSTROEM)
1 C -1.7172 -0.9138 -0.0017  -0.08
2 C -1.1930 0.5774 -0.0092  -0.53
3 O -1.8195 1.6488 0.0146  0.03
4 N 0.1877 0.4761 -0.2734  -0.31
5 S 1.1298 -0.8930 -0.0859  0.99
6 C 2.4945 0.2604 0.1264  -0.52
7 O 2.3946 1.4429 -0.0433  0.00
8 H -2.8428 -0.8128 -0.2651  0.10
9 H -1.7724 -1.1908 1.2208  0.15
10 H -1.1364 -1.5525 -0.6910  0.02
11 H 0.8333 1.2726 -0.2885  0.05
12 H 3.4413 -0.3153 0.2962  0.10

Forces on the atoms, in the same order (eV/Å):
-3.122 1.964 3.154
0.448 -0.237 -1.361
1.505 -2.811 0.264
-2.586 0.845 -0.009
0.975 1.353 0.517
1.391 -2.256 -0.376
0.794 0.096 0.462
1.949 -0.560 0.139
0.565 0.159 -3.501
-0.610 0.113 0.744
-0.906 0.547 -0.077
-0.403 0.788 0.042

The HOMO-LUMO gap comes out at 9.370 eV. The structure (SMILES) is CC(=O)NSC=O. Its HOMO energy is -9.2 eV.

4.
A structure of composition C30H40LuN3O3 in a non-equilibrium geometry, computed with ωB97M-V with the def2-TZVPD basis set.

Each line ends with the Löwdin charge.
CARTESIAN COORDINATES (ANGSTROEM)
1 Lu -0.0596 -0.0776 0.1425  1.64
2 C 0.4868 -1.7724 2.9273  -0.09
3 N 1.2919 -1.7672 1.6922  -0.25
4 C 1.4195 -3.1683 1.2044  -0.19
5 C 0.5705 -3.5781 -0.0010  -0.16
6 C -0.9423 -3.3213 0.0709  -0.20
7 N -1.2527 -2.0215 -0.4981  -0.08
8 C -2.1012 -1.9615 -1.4507  -0.09
9 C -2.5153 -0.8152 -2.2350  -0.13
10 C -3.5800 -1.0592 -3.1253  -0.07
11 C -4.0799 -0.1069 -3.9766  -0.11
12 C -3.4832 1.1585 -3.9820  -0.09
13 C -2.4374 1.4340 -3.1395  -0.02
14 C -1.9171 0.4850 -2.2233  -0.35
15 O -0.9363 0.8485 -1.4580  -0.24
16 C 2.6578 -1.2646 1.9764  -0.20
17 C 2.7658 0.1349 2.5875  -0.15
18 C 2.7466 1.3172 1.5895  -0.22
19 N 2.1851 0.9478 0.2984  -0.06
20 C 2.8650 1.2870 -0.7407  -0.09
21 C 2.5967 0.9181 -2.0993  -0.15
22 C 3.2507 1.6180 -3.1289  -0.06
23 C 3.0658 1.2936 -4.4476  -0.11
24 C 2.2209 0.2185 -4.7635  -0.09
25 C 1.5991 -0.5091 -3.7817  -0.01
26 C 1.7535 -0.1939 -2.4060  -0.37
27 O 1.1987 -0.9080 -1.4897  -0.23
28 H 1.0141 -2.2938 3.7385  0.10
29 H -0.4603 -2.2765 2.7473  0.08
30 H 0.2550 -0.7565 3.2366  0.04
31 H 1.2172 -3.8469 2.0413  0.12
32 H 2.4548 -3.3391 0.9060  0.12
33 H 0.7428 -4.6484 -0.1398  0.11
34 H 0.9459 -3.0641 -0.8858  0.09
35 H -1.2944 -3.3463 1.1066  0.11
36 H -1.4700 -4.1111 -0.4740  0.11
37 H -2.5982 -2.8913 -1.7499  0.13
38 H -4.0221 -2.0505 -3.1290  0.11
39 H -4.9048 -0.3337 -4.6383  0.09
40 H -3.8478 1.9230 -4.6574  0.10
41 H -1.9650 2.4089 -3.1388  0.11
42 H 3.2107 -1.2872 1.0361  0.12
43 H 3.1395 -1.9701 2.6686  0.12
44 H 3.7159 0.1711 3.1224  0.11
45 H 1.9879 0.2828 3.3340  0.08
46 H 3.7636 1.7021 1.4591  0.11
47 H 2.1466 2.1187 2.0210  0.10
48 H 3.7616 1.9008 -0.5946  0.13
49 H 3.9039 2.4411 -2.8562  0.11
50 H 3.5580 1.8514 -5.2327  0.09
51 H 2.0655 -0.0453 -5.8029  0.10
52 H 0.9497 -1.3391 -4.0333  0.11
53 C -1.5538 3.3562 2.5629  -0.01
54 C -0.8910 2.1168 3.0897  -0.50
55 C -1.3367 1.6280 4.4355  0.00
56 O -0.0501 1.5335 2.4386  -0.05
57 H -2.4534 3.6043 3.1217  0.08
58 H -1.7951 3.1848 1.5134  0.08
59 H -0.8568 4.1961 2.6184  0.09
60 H -1.2049 2.4156 5.1807  0.09
61 H -0.7914 0.7362 4.7371  0.08
62 H -2.4012 1.3921 4.3734  0.09
63 C -5.2633 1.3563 2.3707  -0.06
64 C -4.7205 0.8542 1.0289  -0.63
65 C -4.8690 1.9509 -0.0367  -0.04
66 C -5.5041 -0.3901 0.5866  -0.05
67 C -3.2941 0.4993 1.1472  -0.16
68 C -2.1197 0.1685 1.2043  -0.13
69 H -6.3148 1.6396 2.2775  0.08
70 H -4.7048 2.2309 2.7102  0.07
71 H -5.1822 0.5790 3.1327  0.08
72 H -5.9237 2.1867 -0.2028  0.08
73 H -4.4349 1.6196 -0.9807  0.07
74 H -4.3541 2.8620 0.2746  0.08
75 H -6.5574 -0.1483 0.4204  0.08
76 H -5.4420 -1.1714 1.3460  0.08
77 H -5.0867 -0.7795 -0.3433  0.07

Forces on the atoms, in the same order (eV/Å):
1.093 -0.307 0.645
-0.029 0.020 -0.003
-0.269 0.126 -0.081
-0.096 -0.110 -0.241
-0.057 0.097 0.066
0.161 -0.064 0.084
0.037 0.223 -0.318
0.144 -0.147 0.216
0.025 0.416 -0.166
0.044 -0.108 0.099
-0.043 0.103 -0.090
-0.080 -0.148 0.006
0.181 0.078 0.190
-0.513 -0.003 -0.510
-0.207 0.099 -0.263
0.107 0.144 0.068
-0.082 0.019 -0.150
0.028 0.036 0.157
-0.159 0.169 0.004
-0.067 -0.073 0.245
-0.250 -0.182 -0.227
-0.009 0.010 0.113
0.008 0.033 -0.115
0.065 0.057 0.046
-0.124 -0.110 0.078
0.384 0.244 -0.238
-0.140 -0.218 0.158
0.005 0.002 -0.005
0.004 0.020 -0.019
-0.017 -0.012 0.010
0.039 0.024 0.045
0.036 0.057 0.085
-0.004 -0.002 0.002
0.019 -0.056 -0.039
-0.043 -0.014 -0.025
-0.056 0.028 0.004
-0.006 -0.020 0.034
0.022 -0.007 0.022
0.008 -0.011 0.012
0.022 0.017 0.011
-0.004 -0.012 0.006
-0.010 -0.071 -0.008
-0.011 -0.033 -0.022
-0.008 -0.018 0.042
0.021 -0.028 0.020
0.009 -0.034 -0.042
0.033 0.004 -0.035
0.024 -0.020 0.030
0.006 -0.004 -0.013
0.007 0.001 0.024
-0.021 -0.015 0.007
0.014 -0.005 0.034
0.003 -0.007 -0.171
-0.295 0.083 0.073
0.131 -0.093 0.016
0.464 -0.096 -0.183
-0.014 0.028 -0.008
-0.036 0.009 0.021
0.027 -0.035 0.046
-0.062 0.013 -0.001
0.027 0.031 -0.028
-0.017 0.032 -0.025
-0.003 -0.004 0.033
-0.005 0.001 -0.109
-0.007 -0.035 -0.004
0.004 0.000 -0.019
-0.064 -0.032 0.230
-0.422 -0.120 0.191
-0.005 -0.011 -0.014
0.005 0.006 -0.006
0.008 0.010 0.004
0.003 -0.001 0.042
0.001 0.012 -0.025
0.009 -0.003 -0.014
0.011 0.026 0.025
0.015 -0.006 -0.013
-0.021 -0.004 -0.011

The HOMO-LUMO gap comes out at 7.928 eV. Its HOMO energy is -7.3 eV.

DFT total energy values (in eV) by entry order: -284381.64355 -14948.88510 -19610.69730 -75994.76887.